1.
This record from the Open Molecules 2025 dataset describes an isolated molecule of C3H4N2O. The level of theory is the ωB97M-V functional and the def2-TZVPD basis.

Each line ends with the Mulliken charge.
Cartesian coordinates (Å):
O (0.362, -2.013, -0.139)  -0.52
C (0.189, -0.683, 0.011)  0.50
C (-0.936, 0.086, 0.187)  -0.35
C (-0.448, 1.408, 0.089)  -0.42
N (0.863, 1.457, -0.066)  -0.77
N (1.238, 0.157, -0.107)  0.24
H (-0.515, -2.391, -0.285)  0.33
H (-1.942, -0.263, 0.373)  0.32
H (-1.027, 2.322, 0.071)  0.41
H (2.217, -0.080, -0.133)  0.25

Computed properties:
2S+1: 1
SMILES: Oc1ccn[nH]1
frontier orbital gap: 9.46 eV
energy: -8202.7503 eV
charge: 0

2.
This record from the Open Molecules 2025 dataset describes an isolated molecule of C3H4N2O. The level of theory is the ωB97M-V functional and the def2-TZVPD basis.

Each line ends with the Mulliken charge.
Cartesian coordinates (Å):
N (1.970, 0.036, -0.343)  -0.39
C (0.634, -0.123, -0.097)  0.64
N (-0.068, 0.987, -0.039)  -0.63
C (-1.328, 0.592, 0.251)  -0.06
C (-1.525, -0.726, 0.420)  -0.34
O (-0.035, -1.260, 0.094)  -0.36
H (2.239, 1.014, -0.390)  0.24
H (2.702, -0.650, -0.323)  0.22
H (-2.117, 1.324, 0.348)  0.39
H (-2.472, -1.193, 0.079)  0.29

Computed properties:
2S+1: 1
SMILES: Nc1ncco1
frontier orbital gap: 9.39 eV
energy: -8202.0906 eV
charge: 0

Here are the calculated max |F| numbers, same order: 0.343, 2.382 (eV Å⁻¹).
Here are the calculated ΔE to the lowest compared entry with this formula, charge and spin numbers, same order: 1.135, 1.795 (eV).